The molecule C4H8N4O3, computed with ωB97M-V/def2-TZVPD.

Atoms and positions in Å:
C  -1.881  -0.382  -0.361
C  1.006  1.555  0.984
C  -0.962  0.361  -1.256
C  1.018  0.064  1.104
N  -0.249  1.870  0.307
N  -0.210  1.338  -0.939
N  -2.127  -1.652  -0.760
N  1.685  -0.722  0.334
O  -2.335  0.069  0.681
O  1.618  -1.949  0.253
O  2.625  -0.119  -0.513
H  1.012  2.036  1.961
H  1.832  1.911  0.369
H  -0.888  0.029  -2.283
H  0.297  -0.413  1.748
H  -1.050  1.548  0.863
H  3.059  -0.845  -0.995
H  -1.622  -2.072  -1.521
H  -2.627  -2.262  -0.133

Calculated values
relative energy (zero: lowest compared OMol25 entry of this formula, charge and spin)	597.9	kJ/mol
LUMO level	0.399	eV
structure (SMILES)	NC(=O)/C=N\NC/C=[N+](/[O-])O

=====

The molecule C6H5NO, computed with ωB97M-V/def2-TZVPD.

Atoms and positions in Å:
C  -1.912  -0.116  0.064
C  -0.620  -0.371  -0.022
C  0.010  -1.726  -0.025
C  1.723  -0.403  -0.013
C  0.534  0.522  -0.057
C  0.587  1.832  -0.050
H  -2.319  0.905  0.015
H  -2.632  -0.918  0.223
H  -0.613  -2.601  -0.018
H  -0.379  2.322  -0.028
H  1.496  2.415  -0.115
N  1.270  -1.774  -0.084
O  2.856  -0.087  0.112

Calculated values
relative energy (zero: lowest compared OMol25 entry of this formula, charge and spin)	18.1	kJ/mol
LUMO level	-0.201	eV
structure (SMILES)	C=C1C=NC(=O)C1=C